A 2-piece molecular cluster, C39H35BO5 overall at a distorted geometry. Source: the OMol25 dataset; level of theory: wB97M-V/def2-TZVPD.

XYZ file:
```
80
Properties=species:S:1:pos:R:3
C 3.488 2.238 3.461
C 2.382 2.850 2.764
C 2.160 4.094 2.210
C 0.857 4.038 1.607
C 0.345 2.772 1.788
B -1.194 2.199 1.762
C -2.413 3.021 2.373
C -3.342 2.723 3.345
C -4.335 3.752 3.339
C -3.976 4.631 2.351
C -4.608 5.818 1.815
O -2.794 4.218 1.792
C -1.746 2.342 0.301
C -1.510 3.313 -0.641
C -2.336 3.044 -1.771
C -3.040 1.905 -1.459
C -4.053 1.205 -2.217
O -2.650 1.432 -0.226
C -1.076 0.886 2.614
C -1.077 -0.458 2.357
C -0.744 -1.139 3.579
C -0.572 -0.157 4.526
C -0.203 -0.161 5.930
O -0.814 1.068 3.957
O 1.294 2.065 2.522
H 3.989 2.982 4.094
H 3.157 1.397 4.080
H 4.227 1.871 2.733
H 2.830 4.946 2.254
H 0.335 4.884 1.174
H -3.359 1.855 3.998
H -5.209 3.820 3.976
H -5.603 5.911 2.258
H -4.036 6.717 2.069
H -4.718 5.761 0.726
H -0.820 4.149 -0.539
H -2.404 3.632 -2.682
H -3.668 1.018 -3.225
H -4.338 0.265 -1.747
H -4.936 1.845 -2.329
H -1.253 -0.918 1.387
H -0.610 -2.206 3.733
H 0.034 -1.184 6.237
H 0.676 0.469 6.119
H -1.024 0.207 6.561
C 0.621 1.580 -9.321
C 1.089 0.914 -8.186
C 1.005 1.517 -6.922
C 0.386 2.768 -6.804
O 0.250 3.464 -5.609
C 0.516 2.848 -4.390
C 1.158 3.642 -3.428
C 1.480 3.101 -2.202
C 1.119 1.761 -1.862
C 1.444 1.218 -0.584
C 1.729 -0.156 -0.332
C 1.886 -0.604 1.012
C 2.134 -1.927 1.330
C 2.310 -2.871 0.310
C 2.241 -2.455 -1.026
C 1.968 -1.132 -1.355
C 0.372 1.031 -2.825
C 0.068 1.561 -4.068
C -0.055 3.458 -7.939
C 0.062 2.858 -9.192
H 0.698 1.112 -10.306
H 1.532 -0.081 -8.273
H 1.416 1.009 -6.050
H 1.410 4.673 -3.676
H 2.066 3.675 -1.482
H 1.684 1.936 0.195
H 1.819 0.123 1.812
H 2.197 -2.221 2.375
H 2.513 -3.913 0.560
H 2.411 -3.175 -1.825
H 1.983 -0.818 -2.401
H 0.044 0.020 -2.588
H -0.498 0.978 -4.795
H -0.475 4.452 -7.800
H -0.289 3.401 -10.068
```

Values from the calculation:
Energy: -1908.03119 Eh
HOMO: -6.19 eV
Molar mass: 594.52 g mol⁻¹
ΔE to the lowest compared entry with this formula, charge and spin: 0.00 kJ/mol
Total charge: 0
LUMO energy: -0.100 hartree

=====

C39H35BrClLuNO11Sb as an isolated structure at a distorted geometry. Source: the OMol25 dataset; level of theory: wB97M-V/def2-TZVPD.

XYZ file:
```
90
Properties=species:S:1:pos:R:3
Lu -0.064 -0.480 -4.322
O -6.237 -0.630 0.326
C -6.421 -1.811 0.205
O -6.741 -2.971 0.159
C -0.413 -3.255 -0.787
O -0.025 -4.012 0.015
O -1.008 -2.666 -1.595
C 5.475 -2.563 5.765
C 5.403 -2.783 4.286
C 5.013 -4.086 3.768
C 4.776 -4.294 2.427
C 5.077 -3.192 1.572
Br 5.225 -3.513 -0.318
N 5.261 -1.983 2.015
C 5.503 -1.776 3.346
H 5.808 -1.565 5.966
H 6.120 -3.284 6.275
H 4.500 -2.641 6.237
H 4.722 -4.794 4.551
H 4.623 -5.210 1.948
H 5.832 -0.792 3.601
C 2.935 2.079 -2.040
C 2.802 0.561 -1.708
C 4.232 -0.092 -1.767
O 2.096 0.409 -0.497
C 1.812 -0.067 -2.685
O 1.728 0.495 -3.843
O 1.037 -1.012 -2.351
H 3.751 2.535 -1.432
H 2.006 2.581 -1.668
H 3.210 2.165 -3.085
H 5.067 0.513 -1.280
H 4.588 -0.113 -2.794
H 4.267 -1.098 -1.345
H 1.685 -0.443 -0.476
C 2.277 3.478 4.193
C 1.009 3.806 4.629
C -0.113 3.163 4.099
C -0.042 2.381 2.946
C 1.214 2.058 2.513
C 2.375 2.473 3.214
Sb -1.750 1.851 1.593
C -3.154 1.556 3.277
C -2.898 0.807 4.416
C -3.910 0.657 5.418
C -5.176 1.152 5.259
C -5.426 1.835 4.058
C -4.427 2.114 3.102
C -2.355 3.980 1.453
C -2.842 4.613 2.575
C -3.576 5.825 2.471
C -3.802 6.420 1.223
C -3.330 5.741 0.139
C -2.472 4.633 0.224
H 3.195 3.979 4.607
H 0.809 4.424 5.449
H -1.044 3.130 4.671
H 1.321 1.469 1.598
H 3.346 2.098 2.928
H -1.899 0.509 4.655
H -3.594 0.017 6.255
H -6.046 0.986 5.933
H -6.467 2.188 3.850
H -4.682 2.694 2.173
H -2.764 4.219 3.583
H -3.966 6.191 3.396
H -4.245 7.420 1.070
H -3.675 6.067 -0.833
H -1.869 4.291 -0.660
Cl -4.702 0.770 -5.844
C -3.550 1.645 -4.766
C -2.153 0.986 -4.562
O -1.268 1.063 -5.473
O -1.908 0.271 -3.496
H -4.030 1.734 -3.815
H -3.347 2.562 -5.298
O -0.876 -2.477 -4.282
C -0.120 -2.818 -5.283
O 0.645 -1.902 -5.831
C -0.187 -4.137 -5.908
C -1.355 -4.911 -6.005
C -1.392 -6.009 -6.917
C -0.277 -6.384 -7.614
C 0.942 -5.677 -7.398
C 0.977 -4.642 -6.535
H -2.194 -4.602 -5.411
H -2.353 -6.432 -7.070
H -0.329 -7.291 -8.202
H 1.845 -6.013 -7.951
H 1.963 -4.173 -6.288
```

Values from the calculation:
Energy: -6899.65451 Eh
HOMO (alpha / beta): 1.29 / 0.69 eV
Molar mass: 1105.79 g mol⁻¹
ΔE to the lowest compared entry with this formula, charge and spin: 582.68 kJ/mol
Total charge: -2
LUMO energy (alpha / beta): 0.123 / 0.123 hartree